Density functional theory data (ωB97M-V/def2-TZVPD) for a 4-piece molecular cluster, C13H24ClN5O4 overall.

Element x y z (Å)
N (4.419, 5.894, 2.570)
C (3.731, 4.979, 2.592)
C (2.840, 3.798, 2.622)
O (1.521, 4.111, 2.265)
C (3.353, 2.745, 1.625)
Cl (2.588, 1.171, 1.955)
C (3.103, 3.146, 0.242)
N (2.932, 3.455, -0.847)
H (2.897, 3.354, 3.621)
H (1.169, 4.775, 2.866)
H (4.427, 2.615, 1.757)
C (0.006, 1.868, -1.741)
N (-0.603, 0.741, -2.416)
C (-0.261, -0.600, -1.964)
C (-1.465, 0.895, -3.430)
O (-2.025, -0.015, -4.020)
H (1.092, 1.832, -1.825)
H (-0.261, 1.868, -0.682)
H (-0.344, 2.797, -2.190)
H (0.211, -1.164, -2.769)
H (-1.161, -1.125, -1.646)
H (0.421, -0.527, -1.126)
H (-1.635, 1.955, -3.693)
C (3.233, -4.252, 1.683)
N (2.488, -3.375, 0.808)
C (1.108, -3.693, 0.473)
C (3.021, -2.254, 0.284)
O (2.414, -1.498, -0.449)
H (3.312, -5.255, 1.257)
H (2.754, -4.328, 2.661)
H (4.237, -3.856, 1.820)
H (0.995, -3.818, -0.604)
H (0.439, -2.892, 0.788)
H (0.830, -4.617, 0.975)
H (4.066, -2.078, 0.591)
C (-5.946, -0.877, 0.041)
N (-4.553, -0.588, -0.224)
C (-4.179, -0.022, -1.513)
C (-3.591, -0.825, 0.686)
O (-2.408, -0.595, 0.517)
H (-6.337, -1.602, -0.676)
H (-6.550, 0.030, -0.019)
H (-6.046, -1.293, 1.042)
H (-3.492, -0.675, -2.050)
H (-3.687, 0.941, -1.376)
H (-5.078, 0.113, -2.109)
H (-3.981, -1.259, 1.624)

2S+1: 1
Energy above the lowest of the compared OMol25 structures with the same formula, charge and spin, kcal per mole: 0.0


Density functional theory data (ωB97M-V/def2-TZVPD) for an isolated ion of composition C5H13N2O and charge -1 in a non-equilibrium geometry.

Element x y z (Å)
C (-1.077, 2.044, 1.139)
N (-0.044, 1.201, 0.505)
C (-0.473, -0.140, 0.137)
C (-1.698, -0.186, -0.871)
O (-2.755, 0.585, -0.581)
C (0.713, -0.864, -0.528)
C (1.826, -1.226, 0.431)
N (3.147, -1.453, -0.203)
H (-0.609, 3.008, 1.339)
H (-1.261, 1.627, 2.134)
H (-1.956, 2.138, 0.515)
H (0.337, 1.689, -0.300)
H (-0.766, -0.704, 1.037)
H (-1.204, 0.040, -1.867)
H (-1.957, -1.287, -0.850)
H (1.117, -0.224, -1.329)
H (0.270, -1.691, -1.059)
H (1.585, -2.111, 1.014)
H (1.882, -0.359, 1.113)
H (2.992, -1.792, -1.140)
H (3.637, -0.576, -0.267)

2S+1: 1
Energy above the lowest of the compared OMol25 structures with the same formula, charge and spin, kcal per mole: 22.8
Net charge: -1


Density functional theory data (ωB97M-V/def2-TZVPD) for a 3-piece molecular cluster, C5H18NO2 overall in a non-equilibrium geometry.

Element x y z (Å)
C (-0.648, -0.085, -0.961)
C (0.709, 0.543, -0.237)
C (0.894, 1.885, -0.765)
C (1.860, -0.348, -0.772)
C (3.159, -0.298, 0.037)
N (-1.807, 0.249, 0.078)
H (-0.830, 0.335, -1.956)
H (-0.626, -1.054, -1.020)
H (0.711, 0.307, 0.813)
H (1.832, 2.268, -0.615)
H (0.073, 2.616, -0.477)
H (1.040, 1.693, -1.875)
H (2.353, 0.011, -1.835)
H (1.443, -1.389, -0.867)
H (3.182, -0.733, 1.032)
H (3.478, 0.675, 0.187)
H (3.947, -0.906, -0.440)
H (-2.659, -0.317, -0.059)
H (-2.043, 1.233, -0.069)
H (-1.457, -0.025, 1.028)
H (-3.135, -2.522, -0.045)
H (-3.024, -2.428, -1.679)
O (-2.580, -2.057, -0.767)
H (-1.048, 1.217, 3.397)
H (-0.030, 0.066, 3.479)
O (-0.720, 0.435, 2.846)

2S+1: 2
⟨S²⟩: 0.75
Energy above the lowest of the compared OMol25 structures with the same formula, charge and spin, kcal per mole: 52.2
Net charge: +2


Density functional theory data (ωB97M-V/def2-TZVPD) for one molecule with the formula C5H11N in a non-equilibrium geometry.

Element x y z (Å)
C (1.505, 0.626, -0.674)
C (1.270, -1.071, -0.197)
C (-0.165, -1.055, 0.276)
C (-0.373, -0.157, 1.444)
N (-0.622, 0.280, 0.119)
C (-1.822, 0.773, -0.421)
H (0.883, 1.554, -0.495)
H (2.458, 0.907, -0.261)
H (1.475, 0.576, -1.760)
H (1.410, -1.810, -1.019)
H (1.927, -1.487, 0.608)
H (-0.882, -1.856, 0.091)
H (0.535, 0.221, 1.931)
H (-1.243, -0.274, 2.077)
H (-1.817, 0.618, -1.508)
H (-1.839, 1.855, -0.237)
H (-2.700, 0.299, 0.027)

2S+1: 1
Energy above the lowest of the compared OMol25 structures with the same formula, charge and spin, kcal per mole: 85.2


Density functional theory data (ωB97M-V/def2-TZVPD) for C4H5N3O as an isolated structure in a non-equilibrium geometry.

Element x y z (Å)
C (1.478, 0.182, -0.096)
C (-0.475, 0.829, -0.400)
C (-1.672, 0.182, 0.132)
C (-0.826, -1.008, -0.013)
H (3.160, -0.266, 0.548)
H (-2.683, 0.510, -0.354)
H (-1.733, 0.357, 1.175)
H (-1.159, -1.454, -1.156)
H (-0.575, -1.788, 0.847)
N (1.442, 1.380, 0.054)
N (0.204, 1.912, -0.131)
N (0.270, -0.209, -0.495)
O (2.568, -0.627, -0.110)

2S+1: 1
Energy above the lowest of the compared OMol25 structures with the same formula, charge and spin, kcal per mole: 123.9


Density functional theory data (ωB97M-V/def2-TZVPD) for a 5-piece molecular cluster, C33H42BrN6O4PSi overall in a non-equilibrium geometry.

Element x y z (Å)
C (-3.866, 6.127, 0.582)
C (-2.991, 5.934, 1.909)
O (-2.056, 6.771, 2.129)
O (-3.187, 4.934, 2.912)
C (-3.242, 3.597, 2.358)
C (-1.811, 2.841, 2.322)
C (-1.891, 1.525, 1.356)
C (-3.176, 0.622, 1.764)
N (-3.881, -0.184, 2.318)
C (-1.962, 1.926, -0.204)
C (-3.388, 1.683, -0.907)
O (-3.354, 2.418, -2.175)
Si (-3.016, 1.374, -3.522)
C (-2.189, 2.503, -4.869)
C (-4.622, 0.521, -4.219)
C (-1.766, -0.032, -3.170)
C (-0.489, 0.735, 1.598)
C (0.790, 1.587, 1.099)
N (1.526, 2.197, 0.352)
P (-0.449, -0.999, 0.789)
O (-1.529, -2.089, 1.632)
Br (1.668, -1.868, 0.962)
H (-4.711, 6.893, 0.802)
H (-3.175, 6.583, -0.213)
H (-4.393, 5.181, 0.209)
H (-3.733, 3.516, 1.327)
H (-3.912, 2.978, 3.077)
H (-1.538, 2.429, 3.371)
H (-0.988, 3.573, 2.010)
H (-1.753, 3.065, -0.261)
H (-1.165, 1.421, -0.863)
H (-3.629, 0.570, -1.039)
H (-4.242, 2.182, -0.295)
H (-2.885, 3.381, -5.146)
H (-1.887, 1.900, -5.811)
H (-1.244, 2.946, -4.369)
H (-5.473, 0.862, -3.529)
H (-4.472, -0.623, -4.183)
H (-4.771, 0.818, -5.320)
H (-2.226, -0.831, -2.491)
H (-1.521, -0.565, -4.174)
H (-0.775, 0.398, -2.777)
H (-0.338, 0.570, 2.725)
H (-2.371, -2.142, 1.103)
C (2.724, 6.436, -4.547)
C (1.965, 6.717, -5.675)
C (1.139, 5.723, -6.173)
N (1.031, 4.498, -5.630)
C (1.777, 4.253, -4.541)
C (2.630, 5.180, -3.965)
H (3.382, 7.189, -4.126)
H (2.014, 7.686, -6.155)
H (0.524, 5.895, -7.050)
H (1.673, 3.256, -4.124)
H (3.207, 4.927, -3.084)
C (2.737, -4.419, -1.122)
C (4.075, -4.078, -1.257)
C (4.820, -4.719, -2.234)
N (4.323, -5.656, -3.058)
C (3.025, -5.970, -2.904)
C (2.196, -5.384, -1.961)
H (2.121, -3.938, -0.369)
H (4.529, -3.330, -0.618)
H (5.869, -4.484, -2.381)
H (2.651, -6.731, -3.581)
H (1.156, -5.674, -1.883)
C (5.788, -5.349, 3.494)
C (5.032, -5.073, 2.364)
C (4.202, -6.068, 1.872)
N (4.088, -7.288, 2.423)
C (4.833, -7.529, 3.515)
C (5.689, -6.601, 4.086)
H (6.449, -4.596, 3.910)
H (5.086, -4.108, 1.876)
H (3.589, -5.900, 0.992)
H (4.723, -8.522, 3.939)
H (6.264, -6.850, 4.969)
C (-0.590, -2.156, 4.678)
C (-1.905, -2.181, 5.121)
C (-2.144, -2.505, 6.447)
N (-1.176, -2.800, 7.331)
C (0.087, -2.770, 6.875)
C (0.430, -2.456, 5.570)
H (-0.366, -1.908, 3.649)
H (-2.726, -1.955, 4.451)
H (-3.154, -2.534, 6.842)
H (0.849, -3.015, 7.609)
H (1.467, -2.445, 5.258)

2S+1: 1
Electronic energy, eV: -139238.29461


Density functional theory data (ωB97M-V/def2-TZVPD) for a 2-piece molecular cluster, C2H6N2O4 overall.

Element x y z (Å)
C (3.114, -0.012, 0.024)
N (1.615, -0.060, -0.105)
O (1.123, 0.366, -1.127)
O (1.020, -0.551, 0.836)
H (3.530, 0.421, -0.881)
H (3.414, -1.058, 0.053)
H (3.426, 0.585, 0.871)
C (-2.336, -0.615, 0.118)
N (-2.618, 0.848, -0.031)
O (-1.883, 1.470, -0.769)
O (-3.558, 1.319, 0.571)
H (-2.994, -0.947, 0.916)
H (-1.286, -0.716, 0.371)
H (-2.568, -1.048, -0.848)

2S+1: 1
Energy above the lowest of the compared OMol25 structures with the same formula, charge and spin, kcal per mole: 163.7


Density functional theory data (ωB97M-V/def2-TZVPD) for a 10-piece molecular cluster, C40H60O30 overall in a non-equilibrium geometry.

Element x y z (Å)
C (-7.941, -1.013, -0.319)
C (-7.815, -0.716, -1.847)
C (-9.247, -0.498, -2.441)
O (-8.982, 0.653, -3.135)
C (-7.765, 1.192, -2.962)
O (-7.365, 2.234, -3.522)
O (-7.108, 0.487, -2.063)
H (-8.550, -0.240, 0.150)
H (-6.938, -1.254, 0.033)
H (-8.538, -1.914, -0.179)
H (-7.200, -1.501, -2.285)
H (-10.091, -0.385, -1.760)
H (-9.530, -1.318, -3.101)
C (3.086, -9.624, 4.863)
C (1.642, -9.119, 5.155)
C (1.470, -7.640, 4.925)
O (0.270, -7.555, 4.136)
C (-0.060, -8.787, 3.730)
O (-0.858, -8.972, 2.817)
O (0.749, -9.677, 4.229)
H (3.167, -9.974, 3.834)
H (3.320, -10.482, 5.492)
H (3.822, -8.847, 5.068)
H (1.333, -9.400, 6.161)
H (2.402, -7.317, 4.462)
H (1.468, -7.140, 5.893)
C (-9.638, -7.535, -4.891)
C (-9.117, -7.984, -3.513)
C (-8.292, -9.240, -3.577)
O (-7.051, -8.667, -3.566)
C (-7.060, -7.392, -3.047)
O (-6.054, -6.873, -2.712)
O (-8.274, -6.951, -3.010)
H (-10.037, -6.520, -4.878)
H (-10.384, -8.225, -5.285)
H (-8.800, -7.414, -5.577)
H (-9.991, -8.028, -2.863)
H (-8.286, -9.733, -4.549)
H (-8.512, -9.939, -2.770)
C (-0.960, -0.259, -1.580)
C (-0.794, 0.215, -0.161)
C (-0.145, -0.869, 0.667)
O (0.679, -0.098, 1.506)
C (0.829, 1.151, 1.004)
O (1.592, 2.014, 1.423)
O (0.030, 1.321, -0.002)
H (-1.332, 0.548, -2.211)
H (-1.792, -0.962, -1.555)
H (-0.116, -0.738, -2.076)
H (-1.807, 0.405, 0.191)
H (0.458, -1.543, 0.058)
H (-0.871, -1.449, 1.237)
C (-1.844, 6.066, -6.951)
C (-0.603, 6.059, -7.846)
C (-0.466, 7.194, -8.861)
O (0.915, 7.614, -8.685)
C (1.456, 7.068, -7.558)
O (2.544, 7.406, -6.968)
O (0.587, 6.203, -7.082)
H (-2.706, 5.894, -7.594)
H (-2.107, 6.903, -6.304)
H (-1.812, 5.150, -6.360)
H (-0.578, 5.160, -8.463)
H (-1.179, 7.930, -8.489)
H (-0.617, 6.859, -9.888)
C (2.505, 9.560, -0.061)
C (2.145, 10.880, 0.551)
C (3.338, 11.507, 1.328)
O (3.483, 12.782, 0.760)
C (2.672, 12.881, -0.357)
O (2.596, 13.936, -1.021)
O (1.945, 11.765, -0.534)
H (3.042, 8.938, 0.655)
H (3.131, 9.650, -0.949)
H (1.628, 9.002, -0.389)
H (1.281, 10.795, 1.210)
H (4.191, 10.844, 1.181)
H (3.259, 11.471, 2.414)
C (1.073, -6.316, -5.538)
C (1.262, -6.219, -3.986)
C (1.392, -7.491, -3.169)
O (2.639, -7.411, -2.568)
C (3.308, -6.371, -3.051)
O (4.400, -6.255, -2.563)
O (2.531, -5.568, -3.832)
H (0.089, -6.688, -5.826)
H (1.733, -7.122, -5.858)
H (1.273, -5.391, -6.080)
H (0.463, -5.606, -3.569)
H (1.298, -8.402, -3.760)
H (0.641, -7.410, -2.383)
C (4.227, 0.575, -6.377)
C (5.321, 1.033, -5.496)
C (4.708, 1.703, -4.362)
O (5.454, 1.213, -3.249)
C (6.202, 0.179, -3.678)
O (7.093, -0.346, -2.989)
O (5.922, -0.070, -4.920)
H (3.451, -0.040, -5.922)
H (4.592, -0.040, -7.198)
H (3.667, 1.348, -6.903)
H (6.139, 1.639, -5.886)
H (3.626, 1.605, -4.454)
H (4.897, 2.772, -4.469)
C (7.410, 6.237, 5.553)
C (8.180, 7.491, 5.968)
C (7.566, 8.215, 7.152)
O (8.662, 8.326, 8.004)
C (9.621, 7.472, 7.631)
O (10.702, 7.352, 8.254)
O (9.330, 6.899, 6.496)
H (7.861, 5.667, 4.741)
H (6.357, 6.488, 5.426)
H (7.304, 5.430, 6.278)
H (8.525, 8.176, 5.193)
H (6.746, 7.638, 7.581)
H (7.235, 9.215, 6.872)
C (-2.466, -1.926, 12.381)
C (-1.428, -1.510, 11.392)
C (-0.503, -2.606, 10.852)
O (-0.701, -2.563, 9.444)
C (-1.734, -1.780, 9.116)
O (-2.377, -1.742, 8.086)
O (-2.177, -1.151, 10.269)
H (-3.146, -1.101, 12.590)
H (-2.062, -2.216, 13.352)
H (-3.084, -2.741, 12.005)
H (-0.789, -0.684, 11.703)
H (-0.769, -3.560, 11.306)
H (0.510, -2.291, 11.102)

2S+1: 1
Energy above the lowest of the compared OMol25 structures with the same formula, charge and spin, kcal per mole: 164.4


Density functional theory data (ωB97M-V/def2-TZVPD) for C21H20ClNOOsP as an isolated structure in a non-equilibrium geometry.

Element x y z (Å)
Os (-0.057, 1.381, 1.729)
Cl (-0.867, 3.154, 0.362)
C (-0.746, -0.150, 2.526)
O (-1.300, -1.042, 3.049)
P (0.016, -0.007, -0.111)
C (1.780, -0.317, -0.342)
C (-0.626, -1.733, -0.257)
C (-0.664, 0.808, -1.578)
C (-1.564, -2.086, -1.243)
C (-1.925, -3.422, -1.429)
C (-1.400, -4.432, -0.623)
C (-0.483, -4.075, 0.376)
C (-0.093, -2.750, 0.542)
H (-1.999, -1.315, -1.878)
H (-2.627, -3.686, -2.226)
H (-1.689, -5.483, -0.775)
H (-0.063, -4.854, 0.999)
H (0.668, -2.514, 1.285)
C (2.671, 0.483, 0.361)
C (4.043, 0.449, 0.139)
C (4.565, -0.514, -0.710)
C (3.683, -1.416, -1.332)
C (2.293, -1.323, -1.161)
H (2.243, 1.114, 1.131)
H (4.705, 1.174, 0.629)
H (5.663, -0.572, -0.890)
H (4.094, -2.204, -1.973)
H (1.616, -2.033, -1.647)
C (0.116, 0.929, -2.724)
C (-0.446, 1.528, -3.859)
C (-1.744, 2.046, -3.818)
C (-2.481, 1.987, -2.638)
C (-1.951, 1.360, -1.527)
H (1.139, 0.543, -2.726)
H (0.142, 1.564, -4.782)
H (-2.182, 2.497, -4.721)
H (-3.467, 2.437, -2.580)
H (-2.498, 1.345, -0.584)
H (1.681, 2.287, 2.293)
H (1.083, 2.678, 1.757)
C (-2.153, 2.804, 5.543)
C (-1.458, 2.333, 4.372)
N (-0.678, 2.229, 3.477)
H (-3.003, 3.441, 5.245)
H (-1.471, 3.383, 6.181)
H (-2.567, 1.977, 6.142)

2S+1: 5
Electronic energy, eV: -49883.64103
⟨S²⟩: 6.04
Net charge: +3


Density functional theory data (ωB97M-V/def2-TZVPD) for C8H18NOS as an isolated structure in a non-equilibrium geometry.

Element x y z (Å)
C (-0.611, -1.726, -1.827)
C (-2.054, 0.472, 1.417)
C (-2.912, -0.638, 0.725)
C (-1.852, 0.122, 0.045)
C (-1.989, 1.111, -1.133)
C (1.576, 1.201, -0.281)
C (2.474, -1.171, -0.149)
C (1.587, -0.041, 1.805)
N (1.531, -0.191, 0.306)
O (-0.403, -2.095, 0.745)
S (-0.464, -1.054, -0.342)
H (0.150, -2.545, -1.940)
H (-0.768, -1.232, -2.683)
H (-2.472, 1.427, 1.483)
H (-1.174, 0.320, 2.094)
H (-2.800, -1.695, 1.132)
H (-3.954, -0.240, 0.532)
H (-2.874, 1.835, -1.012)
H (-1.991, 0.650, -2.151)
H (-1.071, 1.749, -1.280)
H (0.977, 1.770, 0.359)
H (2.476, 1.591, -0.244)
H (1.210, 1.202, -1.317)
H (3.411, -0.725, -0.688)
H (2.881, -1.744, 0.707)
H (2.075, -1.752, -0.990)
H (1.093, -0.832, 2.184)
H (2.567, 0.122, 2.223)
H (0.961, 0.787, 2.185)

2S+1: 1
Energy above the lowest of the compared OMol25 structures with the same formula, charge and spin, kcal per mole: 130.0
Net charge: +1


Density functional theory data (ωB97M-V/def2-TZVPD) for one molecule with the formula CH5O2P in a non-equilibrium geometry.

Element x y z (Å)
C (-1.190, -0.451, -0.280)
O (0.219, -0.723, -0.371)
P (1.287, 0.326, 0.203)
O (2.638, -0.117, 0.128)
H (-1.377, 0.571, -0.442)
H (-1.626, -0.785, 0.632)
H (-1.595, -1.099, -0.955)
H (0.831, 0.801, 1.582)
H (0.813, 1.476, -0.497)

2S+1: 1
Energy above the lowest of the compared OMol25 structures with the same formula, charge and spin, kcal per mole: 0.0


Density functional theory data (ωB97M-V/def2-TZVPD) for one molecule with the formula C7H11N in a non-equilibrium geometry.

Element x y z (Å)
C (0.317, -0.681, 2.182)
C (-0.475, 0.160, 1.408)
C (-0.572, -0.012, -0.204)
N (-2.013, -0.296, -0.536)
C (-0.072, 1.084, -0.987)
C (0.950, 2.003, -1.083)
C (0.179, -1.211, -0.368)
C (1.567, -1.244, -0.739)
H (0.234, -0.304, 3.254)
H (1.017, -1.356, 1.904)
H (-1.313, 0.786, 1.740)
H (-2.456, 0.655, -0.598)
H (-2.233, -0.675, 0.344)
H (-0.974, 0.615, -1.855)
H (1.088, 2.630, -2.013)
H (1.240, 2.629, 0.033)
H (-0.478, -2.226, -0.665)
H (1.905, -2.221, -0.953)
H (2.089, -0.333, -0.864)

2S+1: 1
Energy above the lowest of the compared OMol25 structures with the same formula, charge and spin, kcal per mole: 166.9


- Which value of 2S+1 does entry 8 give?
  1


- What is the 2S+1 in the fifth record?
  1